# 1
A cluster of 12 separate species, C20H64N8O12 in total at a distorted geometry, computed with wB97M-V/def2-TZVPD.

```
! RIJCOSX wB97M-V def2-TZVPD def2/J DEFGRID3
* xyz 0 1
O -0.9308 1.5954 5.8094
O 1.9072 2.2631 3.0870
O -2.3379 2.1084 -1.4432
O 3.6283 -2.2863 0.2363
O 0.8304 -5.6198 1.0755
O 2.0001 1.9821 -2.9770
O -1.0657 -1.4553 2.3369
O -4.5380 -0.5927 -4.8224
O -0.2817 1.1821 0.9785
O -1.8451 -2.2897 -0.9873
O 2.9039 -0.8913 -2.5998
O 3.4714 0.6029 -0.5557
N 4.2721 -2.3603 2.4510
N -0.8547 1.2607 3.4416
N 1.6518 -2.6259 -1.4134
N -0.4092 0.1654 -1.0503
N -0.2553 -0.3661 4.6148
N 2.8317 -0.7039 1.9027
N 0.6409 -0.8293 0.4389
N 0.6086 -1.4149 -2.9771
C 1.1934 -3.8146 2.3962
C -2.2557 3.3626 -1.6330
C 2.3349 2.6024 1.9617
C 1.5079 3.7446 1.4325
C -3.1449 -2.7055 -0.7818
C -0.7189 0.8326 4.6719
C 3.7901 2.9724 2.0364
C 1.6707 2.7574 -1.9203
C 1.7572 -1.6981 -2.3633
C 3.5860 -1.7944 1.5473
C -1.6851 3.5580 -3.0912
C -4.5096 -0.2744 -3.5921
C -5.2881 1.0596 -3.6763
C 0.3165 -4.9633 2.0697
C -1.3506 4.0507 -0.7076
C -2.3918 -1.2428 2.0138
C -0.0092 0.2254 0.1488
C -3.1227 -0.1005 -3.0574
C 4.6859 1.2877 -1.1391
C -1.1454 -4.5720 1.6787
H 4.0023 3.5710 2.9139
H -3.9473 -1.3833 -4.9881
H 5.0310 2.1439 -0.4429
H 0.9422 3.5449 -2.1316
H 0.8494 -3.3128 -1.3619
H 1.0409 -1.5211 -0.2544
H -2.4351 3.4731 -3.7874
H -3.4797 -2.8142 -1.7794
H 4.1731 -2.0755 3.4678
H -0.5930 0.8213 2.5697
H -0.9718 2.8451 -3.3861
H 0.2695 -5.6767 2.9592
H -2.4012 -0.7835 1.0274
H -3.2520 3.8037 -1.5355
H 4.8081 -3.1535 2.3078
H 1.3967 -3.1519 1.5759
H 1.2967 2.1078 -1.0672
H -3.1214 -0.0668 -1.9744
H 2.1423 -4.0568 2.9187
H 1.0620 -6.5075 1.5384
H -2.8932 -2.2127 1.8517
H -5.4049 1.4471 -2.6799
H -3.2851 -3.6101 -0.1732
H 1.3774 -0.7234 1.1752
H -3.7798 -2.0098 -0.1991
H -1.1437 2.2804 3.2820
H -1.8008 -5.3819 1.2873
H -0.0307 -0.4856 -1.7673
H 2.0995 1.7210 1.3823
H -1.3563 4.5889 -3.2098
H -5.0150 -1.1458 -3.0670
H -2.3216 -0.8083 -3.1839
H -1.6918 -4.1113 2.5134
H 2.5515 3.2582 -1.5739
H 0.5655 -3.2160 3.0757
H 4.4850 1.8501 -2.0360
H 2.8807 0.0511 1.2370
H 4.4564 2.0876 2.1007
H -2.8748 0.8098 -3.5332
H -0.3996 -0.9364 3.7578
H -0.9388 1.0038 -1.3587
H -2.9306 -0.6638 2.7627
H -0.2954 -1.8681 -3.0496
H -1.8131 4.1631 0.2708
H 2.6135 -0.5159 2.9400
H 0.6289 -0.7248 -3.7611
H 4.0601 3.5285 1.1627
H -0.2303 -0.8313 5.5681
H 3.1755 0.1690 -1.3691
H -1.0510 5.0972 -0.9288
H -0.4719 -1.5016 1.5914
H -0.4925 3.4414 -0.5451
H 1.0957 1.8084 2.8859
H -1.6675 -1.3984 -0.7260
H 0.4529 3.4634 1.6459
H -1.1703 -3.8238 0.8688
H 1.7762 4.5614 2.1078
H 1.2010 1.4639 -3.0784
H -6.2820 1.0815 -4.1091
H -4.6667 1.7948 -4.1560
H 2.4410 -2.9434 -0.8675
H 5.5307 0.5967 -1.2962
H -3.2373 1.8552 -1.2330
H 1.5921 3.9701 0.3234
*
```

The orbital gap comes out at 8.185 eV. For the energy above the lowest of the compared OMol25 structures with the same formula, charge and spin, the calculation gives 994.93 kJ/mol. The LUMO energy is -0.100 eV. Its max |F| is 9.6 eV/A.

***

# 2
A cluster of 11 separate species, C20H65N19O11 in total at a distorted geometry, computed with wB97M-V/def2-TZVPD.

```
! RIJCOSX wB97M-V def2-TZVPD def2/J DEFGRID3
* xyz 0 1
O -1.1726 0.8488 0.3095
O -6.7394 2.2672 -4.1183
O -2.1295 -0.3012 -5.1219
O 2.6509 4.3029 -4.7096
O -5.5362 -1.3515 3.7563
O 1.6763 6.3468 0.2447
O 6.9059 1.9132 -0.7456
O 2.0814 -1.2826 7.8509
O -1.4888 2.7364 5.5760
O 4.4887 -1.9678 0.8952
O 2.0773 -6.7855 -5.2658
N 5.0095 1.6509 -1.7901
N -4.2981 -2.1851 2.0842
N 6.1260 3.4991 -2.0899
N -3.5005 1.9900 5.0955
N 1.4523 4.9824 1.9527
N -2.1016 0.6066 5.8553
N -3.8931 -0.7557 -6.3403
N -0.1782 6.4633 1.5188
N -2.0769 -1.6528 -6.8640
N 4.0872 -0.3945 10.7252
N 0.7199 0.4243 1.3436
N -5.1019 -3.4961 3.6021
N 0.4421 -0.4274 -0.5960
N 0.9825 4.0490 -3.3545
N 6.5094 -2.6101 1.5051
N 1.0999 2.5986 -5.0138
N -6.1655 2.5725 -0.5390
N 4.9596 -4.1181 1.0837
N 2.1149 -3.4607 -7.0228
C -7.6827 2.9608 -4.9854
C -4.9976 -2.2788 3.1617
C 3.0699 -0.1545 9.7787
C 2.1811 -2.1920 6.7041
C 2.3335 -3.8912 -4.6449
C 3.3526 -0.9280 8.4574
C -6.2009 2.8696 -2.9013
C 5.2973 -2.8372 1.1033
C 2.4440 -4.4611 -6.0340
C -0.1423 0.2243 0.3775
C 0.9948 5.9347 1.1777
C 3.4157 -7.2335 -5.2050
C -6.8797 2.1799 -1.7426
C -2.2886 1.8562 5.5332
C 1.6601 -5.7579 -6.2238
C 2.8460 1.3200 9.4911
C -2.6600 -0.8966 -6.0482
C -8.2414 2.7438 -1.5531
C 6.0788 2.3233 -1.5181
C 1.6195 3.6879 -4.4208
H 1.2235 -2.3714 6.2153
H 1.6242 -6.0816 -7.2640
H 0.3825 1.0405 2.0694
H 6.7396 -1.6289 1.4390
H 3.4538 -4.7586 -6.3169
H -4.1708 -1.3514 1.5285
H -5.1624 2.4579 -0.5124
H -7.9731 2.2855 -5.7901
H 0.1728 3.5616 -2.9983
H 2.5290 -2.8190 -4.6291
H -5.1358 2.6382 -2.9107
H -0.7851 5.9837 2.1682
H -6.2548 3.9568 -2.9592
H -4.8240 -4.2659 3.0102
H 3.0773 -4.4631 -4.0902
H 4.8327 0.8926 -1.1468
H -5.6234 -3.6020 4.4606
H -4.3092 0.0018 -5.8176
H 2.0904 -0.4352 10.1658
H -3.7449 2.8951 4.7199
H 0.8688 4.6800 2.7196
H -8.6045 3.2415 -4.4759
H -8.5261 2.6196 -0.5083
H 1.2813 4.8914 -2.8841
H 3.9315 0.3107 11.4312
H 2.2539 4.4941 1.5795
H -8.1396 3.8089 -1.7613
H 3.6754 1.8040 8.9754
H 1.6570 2.2532 -5.7822
H 2.7792 -2.7025 -6.9600
H 7.1577 -3.3724 1.6424
H 5.3981 3.7961 -2.7240
H 1.9259 1.4981 8.9345
H 4.0348 -7.1412 -6.0974
H -4.3569 -1.2886 -7.0621
H 3.0175 1.9322 10.3765
H 1.4274 -0.6100 -0.4701
H -1.1883 0.4333 6.2504
H 1.3880 -4.1149 -4.1508
H -0.0244 -0.6808 -1.4552
H 4.3997 1.9382 -2.5422
H 5.6367 -4.7931 1.4093
H -3.9432 1.1182 4.8421
H 2.0998 -3.8571 -7.9516
H -2.5541 -2.0987 -7.6345
H 3.8835 -6.5249 -4.5216
H 4.0516 -1.7497 8.6131
H 3.4916 -8.2530 -4.8269
H 2.8049 -1.8571 5.8754
H 3.8776 -0.2239 7.8119
H -3.7753 -2.9770 1.7382
H -6.4183 1.9468 0.2126
H -9.0207 2.4797 -2.2680
H 4.9575 -0.1030 10.3037
H 0.6156 -5.5853 -5.9643
H -1.1282 -1.9757 -6.7380
H -7.2264 3.8684 -5.3806
H 2.6074 -3.1289 7.0629
H 6.8596 4.1643 -1.8912
H -2.9091 -0.0001 5.8541
H 1.5642 -0.1294 1.3184
H 4.0063 -4.4382 0.9904
H -6.8256 1.0913 -1.7546
H -0.5776 7.2058 0.9627
H 0.2212 2.1607 -4.7763
*
```

The orbital gap comes out at 9.320 eV. For the energy above the lowest of the compared OMol25 structures with the same formula, charge and spin, the calculation gives 704.27 kJ/mol. The LUMO energy is 0.139 eV. Its max |F| is 8.3 eV/A.

***

What is the orbital gap in the second record?
9.320 eV

***

Look up the max |F| of the second one.
8.3 eV/A

***

Look up the max |F| of the first one.
9.6 eV/A

***

Which of these has the highest orbital gap?
C20H65N19O11